# 1
Formula: C19H20ClCoIN5O3PS2
Source: the Open Molecules 2025 dataset
Level of theory: ωB97M-V with the def2-TZVPD basis set

CARTESIAN COORDINATES (ANGSTROEM)
Co  0.5367  -0.0286  0.3816
C  3.8597  2.5424  2.4412
C  3.8334  1.6041  3.6256
O  3.6753  0.2123  3.2479
P  2.4964  -0.3077  2.3364
S  0.6352  0.2399  2.6377
S  2.8323  -0.1564  0.3857
O  2.5877  -1.8918  2.6540
C  2.2694  -2.3869  3.9627
C  1.4701  -3.6561  3.7962
H  4.1065  3.5469  2.7913
H  2.8930  2.5844  1.9392
H  4.6038  2.2282  1.7103
H  3.0371  1.8646  4.3234
H  4.7744  1.6331  4.1677
H  1.6910  -1.6429  4.5165
H  3.2047  -2.5614  4.4970
H  0.5040  -3.4371  3.3390
H  1.3030  -4.1281  4.7663
H  2.0055  -4.3595  3.1564
N  0.0012  1.2043  -3.5416
C  0.0020  -0.1247  -3.9200
C  0.2468  -0.8299  -2.7835
N  0.3925  0.0343  -1.7279
C  0.2372  1.2411  -2.2115
C  0.3447  2.3828  -1.3141
N  0.5800  2.1444  -0.0559
C  0.6761  3.3641  0.5620
C  0.4930  4.3528  -0.3568
N  0.2804  3.7123  -1.5636
H  -0.1706  1.9842  -4.1496
H  -0.1678  -0.4310  -4.9370
H  0.3263  -1.8966  -2.6529
H  0.8576  3.4405  1.6210
H  0.4833  5.4251  -0.2734
H  0.1035  4.1638  -2.4423
Cl  -3.9968  -5.2458  0.3203
C  -3.2126  -3.6836  0.3048
C  -3.9633  -2.5479  0.3636
C  -3.3629  -1.2734  0.3617
I  -4.5606  0.4206  0.4018
C  -1.9843  -1.1062  0.3224
O  -1.3825  0.0357  0.3107
C  -1.2132  -2.3293  0.2775
N  0.1345  -2.1514  0.2746
C  0.9269  -3.1914  0.2508
C  0.4272  -4.5092  0.1878
C  -0.9222  -4.7135  0.1783
C  -1.8005  -3.6064  0.2522
H  -5.0407  -2.6270  0.4187
H  1.9908  -2.9885  0.2859
H  1.1181  -5.3405  0.1455
H  -1.3347  -5.7120  0.1176

Properties
HOMO (alpha / beta): -6.948 / -6.928 eV
Multiplicity: 2
HOMO-LUMO gap (alpha / beta): 6.96 / 6.94 eV

Löwdin population analysis, charges in e, atoms 1 to 8: number 1, Co, carries -0.044; number 2, C, carries -0.100; number 3, C, carries -0.256; number 4, O, carries -0.293; number 5, P, carries -0.063; number 6, S, carries 0.472; number 7, S, carries 0.435; number 8, O, carries -0.360

***

# 2
Formula: C19H20ClNO5
Source: the Open Molecules 2025 dataset
Level of theory: ωB97M-V with the def2-TZVPD basis set

CARTESIAN COORDINATES (ANGSTROEM)
C  -0.6886  1.2597  -2.7917
C  -0.5513  -0.2488  -2.9551
H  0.3862  -0.4814  -3.4699
H  -1.3756  -0.6616  -3.5484
O  -0.4350  -0.9303  -1.7184
C  -1.5241  -1.1436  -0.9211
C  -2.8214  -0.8164  -1.3047
C  -3.9004  -1.0778  -0.4807
C  -3.7087  -1.6734  0.7522
C  -2.4259  -1.9923  1.1453
C  -1.3191  -1.7425  0.3366
C  -0.0038  -2.0888  0.9493
O  0.0880  -2.3844  2.1293
N  1.0790  -2.0908  0.1339
H  0.9763  -1.7357  -0.8043
C  2.4066  -2.1744  0.6759
C  3.2291  -0.9199  0.4382
O  4.2798  -0.6790  0.9698
O  2.6535  -0.1269  -0.4732
C  3.3170  1.0868  -0.8016
H  2.9906  1.3291  -1.8149
H  4.4007  0.9329  -0.7717
C  2.9461  2.2279  0.1539
H  3.2516  1.9812  1.1741
O  1.5787  2.5565  0.0720
C  0.6562  1.9296  0.8624
C  -0.6689  2.2454  0.5591
C  -1.6929  1.6904  1.2982
C  -1.4364  0.8447  2.3645
C  -0.1210  0.5490  2.6668
C  0.9235  1.0701  1.9211
H  1.9314  0.7947  2.1886
H  0.0979  -0.1169  3.4859
H  -2.2456  0.4249  2.9383
Cl  -3.3251  2.0625  0.8759
H  -0.8705  2.9308  -0.2475
H  3.4832  3.1259  -0.1652
H  2.9602  -3.0172  0.2420
H  2.3167  -2.3481  1.7540
H  -2.2350  -2.4462  2.1062
H  -4.5472  -1.8779  1.3993
H  -4.8925  -0.8069  -0.8096
H  -3.0079  -0.3500  -2.2587
H  0.1439  1.6434  -2.2076
H  -0.6862  1.7332  -3.7699
H  -1.6128  1.5124  -2.2787

Properties
HOMO: -8.543 eV
SMILES string: CCOc1ccccc1C(=O)NCC(=O)OCCOc1cccc(Cl)c1
Multiplicity: 1
HOMO-LUMO gap: 9.16 eV
Relative energy (zero: lowest compared OMol25 entry of this formula, charge and spin): 0.213 eV

Löwdin population analysis, charges in e, atoms 1 to 8: number 1, C, carries -0.050; number 2, C, carries -0.221; number 3, H, carries 0.127; number 4, H, carries 0.119; number 5, O, carries -0.078; number 6, C, carries -0.190; number 7, C, carries -0.030; number 8, C, carries -0.094

***

# 3
Formula: C19H20FN2O4
Source: the Open Molecules 2025 dataset
Level of theory: ωB97M-V with the def2-TZVPD basis set

CARTESIAN COORDINATES (ANGSTROEM)
C  2.4395  -1.0184  2.5687
C  1.5013  -1.5737  2.0519
N  0.4840  -2.2110  1.4347
N  -0.6840  -2.2145  2.1454
C  -1.6237  -2.8417  1.4992
C  -1.5461  -3.4114  0.2602
F  -2.6392  -3.9801  -0.2277
C  -0.3313  -3.3927  -0.4592
C  -0.2218  -4.0026  -1.8181
C  -1.4554  -3.6400  -2.7033
C  0.6884  -2.7768  0.2128
C  2.0603  -2.6940  -0.3817
C  2.3862  -1.3076  -0.9831
C  1.1672  -0.5709  -1.5887
C  0.7971  0.6414  -0.7135
C  1.7482  1.8010  -1.1369
H  3.0913  -0.5086  3.2262
H  -2.5717  -2.9107  2.0160
H  -0.1654  -5.0907  -1.7601
H  0.6461  -3.6613  -2.3669
H  -1.1141  -3.6682  -3.7343
H  -2.2817  -4.3225  -2.5588
H  -1.7424  -2.6177  -2.4702
H  2.8224  -2.9822  0.3411
H  2.1471  -3.4209  -1.1775
H  3.1126  -1.4698  -1.7813
H  2.8838  -0.6554  -0.2729
H  0.3215  -1.2255  -1.7997
H  1.4920  -0.1793  -2.5527
H  -0.2458  0.9387  -0.7553
H  1.0332  0.4251  0.3300
H  2.7586  1.4581  -0.9143
H  1.5067  2.7415  -0.6558
H  1.6404  1.9187  -2.2142
C  -0.6581  3.9180  1.7272
C  -0.9221  4.6666  2.8931
C  -2.0649  5.6874  2.7544
O  -2.4547  6.3591  3.7063
C  -2.6718  5.8453  1.4575
C  -2.3975  5.1082  0.2912
C  -1.3295  4.0182  0.4605
O  -1.0310  3.2380  -0.4446
O  -2.9277  5.2540  -0.8151
O  -0.3337  4.5638  3.9707
H  0.1285  3.1691  1.7521
H  -3.4236  6.6263  1.4164

Properties
Net charge: -1
HOMO: -2.507 eV
Multiplicity: 1
HOMO-LUMO gap: 1.87 eV

Löwdin population analysis, charges in e, atoms 1 to 8: number 1, C, carries 0.177; number 2, C, carries -0.132; number 3, N, carries -0.041; number 4, N, carries 0.154; number 5, C, carries -0.066; number 6, C, carries -0.213; number 7, F, carries 0.096; number 8, C, carries -0.108

***

> What is the multiplicity in the second record?

1

***

> What is the multiplicity in the second record?

1

***

> Which value of multiplicity does entry 2 give?

1

***

> Which of these has the highest multiplicity?

C19H20ClCoIN5O3PS2